A structure of composition C27H33ClN4O6PS2SeTc in a non-equilibrium geometry. Source: OMol25; level of theory: ωB97M-V/def2-TZVPD.

Last column: Löwdin spin population.
Geometry (Å):
Tc  0.6127  0.0223  -0.7564  0.89
C  1.4504  0.5790  3.8549  0.00
O  2.3783  0.9606  2.8105  0.00
C  2.0145  0.7053  1.5792  0.00
O  0.9252  0.1748  1.2861  0.02
N  2.9265  1.1113  0.6782  0.00
N  2.7118  0.6516  -0.6358  0.00
H  2.0090  0.6798  4.7774  0.00
H  1.1236  -0.4459  3.7106  0.00
H  0.5966  1.2506  3.8466  0.00
H  3.8686  1.2853  0.9958  0.00
H  3.3153  -0.1661  -0.7862  0.00
H  2.9377  1.3963  -1.2878  0.00
Se  2.3578  4.3764  -0.1368  0.00
C  2.4372  6.2725  -0.2689  0.00
C  2.9255  6.8624  -1.4235  0.00
C  2.9526  8.2520  -1.4783  0.00
N  2.5173  9.0359  -0.4938  0.00
C  2.0505  8.4453  0.6097  0.00
C  1.9995  7.0702  0.7801  0.00
H  3.2720  6.2696  -2.2599  0.00
H  3.3287  8.7533  -2.3629  0.00
H  1.7124  9.1046  1.4009  0.00
H  1.6325  6.6395  1.7030  0.00
Cl  -6.0444  4.0830  -0.6911  0.00
C  -4.3366  3.8482  -0.5699  0.00
C  -3.7627  2.7339  -1.1583  0.00
C  -2.3940  2.5523  -1.0624  0.00
C  -1.6046  3.4734  -0.3900  0.00
C  -2.1960  4.5971  0.1855  0.00
C  -3.5651  4.7822  0.1052  0.00
C  -0.1261  3.2922  -0.3780  0.01
O  0.5146  4.3812  -0.0263  0.01
O  0.4899  2.2765  -0.6692  0.02
H  -4.3854  2.0270  -1.6917  0.00
H  -1.9307  1.7020  -1.5277  0.00
H  -1.5863  5.3224  0.7064  0.00
H  -4.0367  5.6458  0.5539  0.00
N  -1.2900  -0.5799  -0.7402  0.00
C  -2.3606  -0.9865  -0.6877  0.02
C  -3.7117  -1.4904  -0.6057  0.00
C  -4.1861  -1.9802  0.6060  0.00
C  -5.4606  -2.5168  0.6646  0.00
C  -6.2493  -2.5598  -0.4785  0.00
C  -5.7773  -2.0525  -1.6839  0.00
C  -4.5036  -1.5146  -1.7527  0.00
H  -3.5601  -1.9370  1.4888  0.00
H  -5.8372  -2.9049  1.6019  0.00
H  -7.2394  -2.9947  -0.4303  0.00
H  -6.3986  -2.0811  -2.5693  0.00
H  -4.1158  -1.1226  -2.6851  0.00
C  -0.3970  -3.3710  1.4438  0.00
C  1.0462  -3.7779  1.6407  0.00
C  1.2054  -5.0138  2.4913  0.00
O  1.6381  -4.0943  0.3454  -0.01
P  2.5538  -3.1101  -0.4986  0.01
S  3.8108  -2.1148  0.5985  0.01
S  1.2669  -2.0271  -1.6898  -0.01
O  3.2994  -4.0911  -1.4695  0.00
C  2.8841  -5.3564  -2.0900  0.00
C  1.4526  -5.3401  -2.5773  0.00
C  3.1790  -6.4791  -1.1228  0.00
H  -0.8626  -3.2013  2.4181  0.00
H  -0.9470  -4.1610  0.9257  0.00
H  -0.4651  -2.4575  0.8573  0.00
H  1.6184  -2.9562  2.0718  0.00
H  0.6757  -5.8567  2.0409  0.00
H  0.7926  -4.8375  3.4867  0.00
H  2.2584  -5.2761  2.5927  0.00
H  3.5526  -5.4206  -2.9440  0.00
H  0.7487  -5.3254  -1.7432  0.00
H  1.2793  -6.2454  -3.1613  0.00
H  1.2562  -4.4792  -3.2163  0.00
H  2.5307  -6.4105  -0.2484  0.00
H  4.2174  -6.4413  -0.7951  0.00
H  3.0039  -7.4385  -1.6139  0.00

Forces on atoms 1 to 3 (eV/Å):
Tc 0.900 0.567 -0.805
C 0.072 0.021 -0.040
O -0.128 -0.084 0.097

* Kohn-Sham gap (alpha / beta): 6.88 / 6.43 eV
* expectation value of S²: 1.0045
* total charge: +1
* energy relative to the best compared isomer or geometry (same formula, charge and spin): 133.96 kJ/mol
* spin multiplicity: 2